Record 1
Here is C27H52N4O7PS2Si2TeV as an isolated structure in a non-equilibrium geometry from the OMol25 dataset. Energies are from the ωB97M-V functional and the def2-TZVPD basis.

Geometry as XYZ:
```
97
Properties=species:S:1:pos:R:3:mulliken_spin:R:1
V -0.056 -0.087 -0.050 1.072
O 1.905 -0.267 6.155 0.000
C 2.341 -0.078 4.869 0.005
O 3.507 0.035 4.651 0.000
C 1.248 0.026 3.868 0.005
C 0.086 0.721 4.056 -0.027
N -0.607 0.678 2.893 -0.020
N 0.090 0.036 1.932 -0.048
C 1.227 -0.374 2.508 -0.018
C 2.129 -1.146 1.599 -0.011
O 3.044 -1.823 2.023 -0.008
O 1.755 -1.004 0.345 0.031
H 0.952 -0.421 6.118 -0.002
H -0.278 1.292 4.896 -0.005
H -1.260 1.380 2.575 0.005
C 3.836 4.107 1.140 0.000
C 2.563 4.583 1.810 -0.001
C 2.122 3.688 2.956 0.005
O 1.530 4.769 0.815 0.001
P 0.411 3.741 0.319 0.000
S -1.125 3.632 1.534 0.001
S 1.389 2.042 -0.120 0.006
O -0.107 4.510 -0.983 0.001
C 0.602 5.185 -2.031 0.000
C 1.791 4.403 -2.548 -0.003
C 0.959 6.593 -1.592 0.000
H 4.652 4.118 1.868 0.000
H 4.105 4.762 0.306 0.000
H 3.719 3.092 0.761 0.000
H 2.724 5.594 2.181 0.000
H 1.955 2.660 2.610 -0.002
H 1.198 4.045 3.411 0.000
H 2.918 3.664 3.705 0.001
H -0.147 5.250 -2.819 0.000
H 2.569 4.308 -1.785 0.000
H 2.205 4.934 -3.411 0.000
H 1.500 3.401 -2.858 0.001
H 1.709 6.573 -0.801 0.000
H 0.076 7.115 -1.217 0.000
H 1.357 7.147 -2.449 0.000
C -3.591 1.990 -3.707 0.001
Si -2.567 1.079 -4.952 -0.002
C -1.525 2.276 -5.914 0.000
C -3.715 0.229 -6.150 0.000
C -1.477 -0.172 -4.111 -0.001
Te -0.175 0.811 -2.664 -0.015
C 1.528 0.699 -3.989 -0.007
Si 2.417 -0.913 -4.175 -0.001
C 3.706 -0.704 -5.509 0.000
C 1.319 -2.303 -4.751 0.000
C 3.258 -1.400 -2.610 0.007
H -4.090 2.842 -4.183 0.000
H -2.980 2.370 -2.881 -0.001
H -4.362 1.338 -3.279 0.000
H -2.165 2.992 -6.443 0.000
H -0.902 1.761 -6.655 0.000
H -0.864 2.840 -5.246 0.000
H -4.396 0.953 -6.618 0.000
H -4.325 -0.525 -5.636 0.000
H -3.156 -0.275 -6.949 0.000
H -0.828 -0.687 -4.821 0.001
H -2.072 -0.921 -3.579 -0.001
H 2.248 1.406 -3.556 0.000
H 1.208 1.110 -4.953 0.000
H 3.241 -0.436 -6.466 0.000
H 4.271 -1.634 -5.657 0.000
H 4.420 0.084 -5.245 0.000
H 0.890 -2.088 -5.737 0.000
H 0.492 -2.519 -4.066 0.000
H 1.931 -3.210 -4.840 0.000
H 4.236 -0.910 -2.542 0.000
H 3.424 -2.484 -2.572 0.000
H 2.696 -1.127 -1.708 0.012
N -0.270 -6.221 -0.147 0.001
C -0.413 -4.849 -0.132 0.002
C -0.719 -4.171 1.051 -0.002
C -0.838 -2.804 1.019 0.014
N -0.690 -2.057 -0.082 -0.045
C -0.464 -2.724 -1.221 0.004
C -0.310 -4.098 -1.294 -0.002
H -0.035 -6.644 0.736 0.000
H 0.269 -6.596 -0.910 0.000
H -0.821 -4.699 1.992 0.000
H -1.031 -2.252 1.929 -0.003
H -0.382 -2.113 -2.107 -0.002
H -0.097 -4.564 -2.249 0.000
C -3.430 0.414 1.236 0.006
C -3.174 0.476 -0.261 -0.001
C -3.742 -0.746 -0.967 0.003
O -1.815 0.657 -0.539 0.048
H -4.497 0.297 1.454 0.000
H -3.089 1.339 1.711 -0.002
H -2.896 -0.433 1.680 -0.001
H -3.718 1.349 -0.643 -0.001
H -3.168 -1.638 -0.708 0.000
H -3.705 -0.619 -2.052 -0.001
H -4.786 -0.913 -0.684 0.000
```

* energy relative to the best compared isomer or geometry (same formula, charge and spin): 0.694 eV
* 2S+1: 2
* total charge: -1
* <S²>: 0.779
* DFT total energy: -4734.78291 a.u.
* gap between HOMO and LUMO (alpha / beta): 5.73 / 4.81 eV
* max |F|: 1.48 eV/A



Record 2
Here is C41H35AgBGeN4O4Se as an isolated structure from the OMol25 dataset. Energies are from the ωB97M-V functional and the def2-TZVPD basis.

Geometry as XYZ:
```
88
Properties=species:S:1:pos:R:3:mulliken_spin:R:1
Ag 0.210 -0.561 -0.550 -0.004
C 3.246 -2.131 -3.093 0.006
C 2.602 -2.160 -1.723 -0.005
O 1.366 -2.229 -1.689 -0.004
C 3.454 -2.108 -0.582 0.001
C 3.043 -1.817 0.726 0.000
C 4.035 -1.987 1.852 0.000
N 1.854 -1.314 1.017 0.001
N 1.569 -1.293 2.345 0.000
C 0.944 -0.339 2.886 0.000
O 0.618 0.820 2.214 0.003
C 0.512 -0.367 4.292 0.000
C 0.806 -1.471 5.100 0.000
C 0.448 -1.482 6.438 0.000
C -0.225 -0.402 7.001 0.000
C -0.544 0.682 6.199 0.000
C -0.181 0.701 4.857 0.000
H 2.937 -1.206 -3.589 0.000
H 2.872 -2.966 -3.691 -0.001
H 4.338 -2.165 -3.043 0.000
H 4.515 -2.241 -0.742 0.000
H 4.975 -2.398 1.486 0.000
H 3.608 -2.659 2.601 0.000
H 4.220 -1.029 2.345 0.000
H 1.320 -2.310 4.649 0.000
H 0.689 -2.342 7.052 0.000
H -0.499 -0.409 8.050 0.000
H -1.090 1.520 6.617 0.000
H -0.451 1.542 4.231 0.000
O 1.205 3.088 1.660 0.000
B 1.538 1.787 2.042 -0.002
O 2.920 1.668 2.256 0.001
C 3.427 2.913 1.981 -0.005
C 4.737 3.327 2.001 0.000
C 4.984 4.660 1.662 0.000
C 3.946 5.517 1.312 -0.001
C 2.620 5.078 1.279 -0.001
C 2.393 3.768 1.618 0.007
H 5.534 2.640 2.262 0.000
H 6.003 5.028 1.649 0.000
H 4.168 6.543 1.044 0.000
H 1.806 5.730 0.980 0.000
C -3.076 -0.556 1.767 0.000
Ge -2.332 -0.899 -0.076 -0.011
C -3.463 0.493 -0.987 0.026
C -3.068 1.831 -0.844 -0.010
C -3.786 2.871 -1.420 -0.001
C -4.924 2.597 -2.175 -0.002
C -5.334 1.278 -2.333 -0.001
C -4.612 0.243 -1.740 -0.001
C -3.390 -2.565 -0.560 0.004
C -4.481 -2.928 0.195 0.001
C -5.214 -4.117 -0.042 0.000
C -4.843 -4.971 -1.040 0.000
C -3.723 -4.665 -1.854 0.000
C -3.309 -5.541 -2.892 0.001
C -2.226 -5.243 -3.672 0.003
C -1.508 -4.045 -3.457 -0.001
C -1.889 -3.182 -2.468 -0.024
C -2.999 -3.457 -1.622 0.014
H -4.149 -0.331 1.765 0.000
H -2.545 0.317 2.170 0.000
H -2.883 -1.401 2.442 0.000
H -2.154 2.054 -0.294 -0.007
H -3.444 3.895 -1.310 0.000
H -5.478 3.402 -2.643 0.000
H -6.216 1.054 -2.927 0.001
H -4.944 -0.785 -1.878 0.000
H -4.801 -2.276 1.007 0.000
H -6.076 -4.347 0.577 0.000
H -5.392 -5.890 -1.223 0.000
H -3.873 -6.456 -3.054 0.000
H -1.912 -5.928 -4.453 0.000
H -0.642 -3.807 -4.065 0.008
H -1.317 -2.279 -2.305 -0.004
Se -0.607 0.662 -3.693 0.254
N 0.552 1.027 -2.353 0.220
C 1.305 2.055 -2.777 0.008
C 2.368 2.627 -2.045 0.100
C 3.085 3.697 -2.571 0.034
C 2.768 4.221 -3.831 -0.018
C 1.737 3.677 -4.592 0.127
C 0.985 2.584 -4.097 -0.008
N -0.008 1.981 -4.769 0.248
H 2.618 2.214 -1.072 0.007
H 3.900 4.128 -1.999 0.029
H 3.339 5.057 -4.222 0.008
H 1.490 4.076 -5.569 -0.001
```

* 2S+1: 2
* total charge: -2
* <S²>: 0.775
* DFT total energy: -6753.67482 a.u.
* gap between HOMO and LUMO (alpha / beta): 3.98 / 5.81 eV
* max |F|: 0.83 eV/A



Record 3
Here is an isolated ion of composition C3H9NOS and charge +1 in a non-equilibrium geometry from the OMol25 dataset. Energies are from the ωB97M-V functional and the def2-TZVPD basis.

Geometry as XYZ:
```
15
Properties=species:S:1:pos:R:3:mulliken_spin:R:1
C 0.326 0.470 0.194 0.027
C -0.683 -0.607 0.721 -0.004
S -1.588 -0.134 2.259 0.718
N 1.394 -0.045 -0.608 0.180
C 1.248 -0.346 -2.002 -0.005
O 1.010 0.856 -2.746 0.025
H 0.883 0.796 1.084 -0.006
H -0.191 1.336 -0.216 0.013
H -1.512 -0.786 0.042 0.003
H -0.099 -1.493 0.975 0.060
H -2.714 -0.803 1.848 -0.010
H 2.206 0.513 -0.430 0.000
H 0.486 -1.103 -2.184 0.000
H 2.218 -0.665 -2.369 0.001
H 1.685 1.003 -3.387 -0.001
```

* energy relative to the best compared isomer or geometry (same formula, charge and spin): 1.266 eV
* 2S+1: 2
* total charge: +1
* <S²>: 0.755
* DFT total energy: -647.51527 a.u.
* gap between HOMO and LUMO (alpha / beta): 10.25 / 3.93 eV
* max |F|: 1.96 eV/A



Record 4
Here is C2H2FOTb as an isolated structure in a non-equilibrium geometry from the OMol25 dataset. Energies are from the ωB97M-V functional and the def2-TZVPD basis.

Geometry as XYZ:
```
7
Properties=species:S:1:pos:R:3:mulliken_spin:R:1
C -0.244 0.276 0.068 0.075
C 0.681 -0.633 -0.020 -0.425
O -0.794 1.329 -0.185 -0.362
H 0.345 -1.664 -0.162 0.015
H -2.696 0.822 -0.081 0.000
Tb 2.993 -0.197 0.090 6.696
F -2.945 -0.171 0.137 0.001
```

* energy relative to the best compared isomer or geometry (same formula, charge and spin): 0.000 eV
* 2S+1: 7
* total charge: +2
* <S²>: 13.033
* DFT total energy: -1076.10773 a.u.
* gap between HOMO and LUMO (alpha / beta): 6.96 / 9.05 eV
* max |F|: 8.66 eV/A